Record 1
Density functional theory data (wB97M-V/def2-TZVPD) for a molecular structure, C34H85F6N7O15S2 in a non-equilibrium geometry.

Output
Max |F|   0.1166 hartree/bohr
LUMO energy   -0.0014 Eh
M   1010.2 g/mol

Each line ends with the Mulliken charge.
Positions of all 149 atoms, in Å:
O -23.553 -26.912 2.053  -0.179
H -23.705 -27.290 1.184  0.526
H -22.813 -26.301 2.095  0.440
H -24.383 -26.555 2.377  0.772
C -25.442 -24.106 4.783  0.580
F -25.460 -23.738 6.108  -0.233
F -26.597 -23.854 4.203  -0.072
F -24.466 -23.436 4.195  -0.203
S -25.184 -26.024 4.716  0.936
O -23.800 -26.248 4.757  -0.627
O -25.912 -26.476 5.902  -0.532
N -25.774 -26.507 3.106  -0.679
S -27.195 -27.069 3.378  0.561
O -27.288 -28.376 4.028  -0.669
O -28.179 -26.123 3.855  -0.450
C -27.888 -27.419 1.595  0.438
F -28.933 -28.169 1.600  -0.147
F -28.106 -26.353 0.839  -0.162
F -27.033 -28.093 0.891  -0.303
C -31.258 -29.625 4.798  -1.800
C -30.765 -30.210 3.512  1.353
C -30.427 -31.682 3.538  -0.698
O -29.646 -31.917 4.728  -0.315
C -28.948 -33.167 4.706  -0.829
N -31.706 -29.911 2.432  -0.537
H -30.706 -29.947 5.682  0.339
H -32.164 -30.220 4.910  0.410
H -31.536 -28.572 4.778  0.376
H -29.768 -29.798 3.361  -0.253
H -29.927 -32.112 2.670  0.368
H -31.374 -32.216 3.621  0.337
H -29.700 -33.955 4.692  0.313
H -28.466 -33.201 5.683  0.266
H -28.166 -33.171 3.947  0.297
H -31.356 -30.025 1.492  0.064
H -32.387 -30.655 2.488  0.308
C -26.767 -28.704 -2.835  -1.237
C -26.600 -27.178 -3.316  0.032
C -27.827 -26.172 -3.174  -0.468
O -27.319 -24.837 -3.248  -0.385
C -28.391 -23.964 -3.414  -0.925
N -25.481 -26.623 -2.530  -0.515
H -26.959 -28.859 -1.773  0.122
H -25.876 -29.290 -3.058  0.377
H -27.539 -29.021 -3.536  0.399
H -26.183 -27.067 -4.318  0.428
H -28.292 -26.421 -2.220  0.238
H -28.553 -26.387 -3.958  0.462
H -28.043 -22.931 -3.423  0.290
H -29.090 -24.162 -2.601  0.370
H -28.894 -23.972 -4.381  0.340
H -24.599 -26.832 -2.977  0.230
H -25.655 -25.678 -2.842  0.316
C -28.624 -25.293 8.769  -0.575
O -29.837 -25.188 7.964  -0.450
C -29.629 -24.765 6.585  -0.654
C -28.822 -23.400 6.436  1.404
N -29.565 -22.355 7.094  -0.418
C -28.918 -21.077 7.453  -0.957
C -28.573 -20.296 6.174  -0.443
O -27.548 -20.977 5.481  -0.116
C -27.031 -20.135 4.481  -0.962
H -28.792 -25.669 9.778  0.303
H -28.020 -24.398 8.919  0.215
H -27.990 -26.037 8.286  0.218
H -30.611 -24.578 6.151  0.363
H -29.106 -25.513 5.990  0.269
H -28.713 -23.252 5.361  -1.222
H -27.864 -23.473 6.951  0.316
H -29.935 -22.741 7.951  0.344
H -28.004 -21.241 8.023  0.335
H -29.681 -20.622 8.086  0.481
H -28.235 -19.316 6.512  0.536
H -29.492 -20.185 5.598  0.218
H -26.292 -19.493 4.960  0.420
H -27.758 -19.573 3.893  0.395
H -26.298 -20.634 3.847  0.161
C -29.639 -22.484 3.140  -0.177
O -30.693 -22.175 2.206  -0.534
C -30.270 -22.021 0.762  -0.188
C -29.612 -20.723 0.657  -0.509
N -30.412 -19.547 1.049  -0.312
C -29.653 -18.239 0.971  -0.431
C -30.614 -17.143 1.299  -0.753
O -30.945 -17.279 2.706  -0.256
C -32.225 -16.907 3.103  -0.857
H -30.020 -22.153 4.106  0.189
H -28.689 -21.972 2.983  0.061
H -29.506 -23.565 3.183  0.156
H -31.057 -22.120 0.014  0.428
H -29.618 -22.826 0.421  -0.092
H -29.224 -20.527 -0.343  0.556
H -28.683 -20.782 1.224  0.103
H -30.541 -19.562 2.051  0.305
H -29.071 -18.200 0.050  0.518
H -28.887 -18.287 1.745  0.099
H -31.406 -17.409 0.598  0.336
H -30.160 -16.257 0.856  0.432
H -32.431 -15.840 3.011  0.316
H -32.489 -17.192 4.121  0.266
H -32.978 -17.455 2.536  0.361
C -36.597 -33.656 2.929  -0.718
O -35.722 -34.721 2.435  -0.422
C -34.751 -34.188 1.561  -0.146
C -35.328 -33.922 0.149  -0.637
N -34.712 -32.777 -0.504  -0.456
C -33.400 -33.153 -1.098  -0.237
C -32.514 -32.045 -1.517  -0.831
O -31.891 -31.488 -0.352  -0.110
C -30.733 -30.610 -0.524  -1.110
H -37.302 -33.357 2.154  0.253
H -36.037 -32.787 3.272  0.280
H -37.348 -34.007 3.637  0.300
H -33.936 -34.912 1.548  0.356
H -34.208 -33.334 1.966  0.070
H -36.411 -33.802 0.185  0.410
H -35.031 -34.815 -0.401  0.286
H -34.517 -32.037 0.155  0.288
H -33.522 -33.747 -2.003  0.330
H -32.891 -33.756 -0.346  0.302
H -33.129 -31.201 -1.828  0.357
H -31.795 -32.495 -2.202  0.336
H -30.004 -30.928 -1.270  0.452
H -30.142 -30.572 0.391  0.304
H -31.021 -29.586 -0.760  0.361
C -20.340 -26.677 3.404  -0.916
O -21.214 -26.123 2.424  -0.473
C -21.229 -24.708 2.291  -0.718
C -21.709 -24.279 0.900  -0.731
N -23.218 -24.357 0.930  0.295
C -23.605 -24.230 -0.460  -0.995
C -25.112 -24.014 -0.449  -0.243
O -25.472 -22.790 0.261  -0.594
C -26.643 -22.910 1.058  0.230
H -20.422 -27.761 3.482  0.322
H -20.583 -26.286 4.392  0.343
H -19.284 -26.452 3.255  0.330
H -20.161 -24.489 2.282  0.523
H -21.601 -24.206 3.185  0.322
H -21.247 -24.849 0.094  0.378
H -21.536 -23.210 0.774  0.469
H -23.769 -23.696 1.458  -0.102
H -23.354 -25.074 -1.102  0.410
H -23.042 -23.355 -0.786  0.439
H -25.536 -24.830 0.137  0.068
H -25.578 -24.014 -1.434  0.353
H -26.313 -23.468 1.934  -0.032
H -27.503 -23.297 0.510  0.059
H -26.853 -21.936 1.500  -0.020

=====

Record 2
Density functional theory data (wB97M-V/def2-TZVPD) for 13 unconnected molecules or ions with the total composition C34H86Br6Cl8N6O6 in a non-equilibrium geometry.

Output
Max |F|   0.0802 hartree/bohr
LUMO energy   0.0085 Eh
M   1438.1 g/mol

Each line ends with the Mulliken charge.
Positions of all 146 atoms, in Å:
Br 3.226 -1.948 -5.105  -0.133
C 1.948 -1.117 -6.443  -0.643
C 1.636 0.318 -5.950  0.130
Br 0.420 1.147 -7.246  -0.161
H 0.997 -1.645 -6.509  0.406
H 2.412 -1.253 -7.420  0.431
H 2.425 1.060 -5.830  0.102
H 1.102 0.332 -5.000  -0.255
Br -5.291 -8.092 1.207  -0.160
C -4.958 -6.208 1.732  -0.541
C -5.565 -5.218 0.737  -0.510
Br -4.925 -3.457 1.158  -0.053
H -3.901 -5.969 1.858  0.212
H -5.433 -6.073 2.703  0.378
H -6.655 -5.195 0.771  0.386
H -5.372 -5.304 -0.333  0.327
Br 6.823 -0.704 -0.502  -0.187
C 5.987 -1.460 -2.182  -0.396
C 6.208 -2.948 -2.066  -0.445
Br 5.869 -3.748 -3.822  -0.190
H 6.580 -1.126 -3.034  0.453
H 4.963 -1.099 -2.280  0.099
H 5.581 -3.422 -1.310  0.229
H 7.260 -3.105 -1.830  0.441
C 2.770 4.228 -6.081  -1.339
C 2.086 4.058 -4.735  -0.145
C 0.499 4.042 -4.685  0.220
O 0.055 5.193 -5.260  -0.453
C -1.357 5.204 -5.110  -0.622
N 2.737 3.045 -3.956  -0.219
H 3.843 4.284 -5.900  0.361
H 2.403 5.095 -6.630  0.372
H 2.507 3.316 -6.617  0.285
H 2.346 5.007 -4.266  0.332
H 0.361 3.978 -3.606  -0.049
H 0.125 3.144 -5.176  0.150
H -1.774 5.041 -4.116  0.138
H -1.725 4.459 -5.816  0.321
H -1.778 6.178 -5.359  0.296
H 3.562 3.346 -3.458  0.303
H 3.099 2.302 -4.537  0.123
C 1.617 -0.696 -1.906  -1.067
C 0.786 0.437 -1.401  1.914
C -0.012 -0.032 -0.156  -0.477
O -1.008 -1.055 -0.380  0.104
C -2.010 -1.325 0.558  -0.194
N 1.676 1.490 -1.066  -0.743
H 2.403 -0.307 -2.554  0.186
H 1.008 -1.340 -2.540  0.385
H 2.150 -1.317 -1.186  -0.311
H 0.135 0.824 -2.185  -0.123
H -0.543 0.817 0.277  -0.354
H 0.710 -0.408 0.568  0.292
H -1.488 -1.638 1.463  0.193
H -2.755 -1.992 0.123  -0.371
H -2.537 -0.393 0.760  0.284
H 2.125 1.802 -1.915  0.201
H 1.170 2.336 -0.845  0.313
C -4.481 -0.496 4.221  -0.889
C -4.266 0.902 4.845  1.234
C -4.863 2.003 3.845  -0.977
O -4.447 3.349 4.130  -0.210
C -5.249 3.989 5.074  -0.800
N -4.829 0.833 6.224  -0.818
H -3.863 -0.544 3.324  -0.249
H -5.493 -0.669 3.857  0.262
H -4.157 -1.315 4.863  0.504
H -3.237 1.145 5.110  -0.256
H -5.939 1.938 3.683  0.551
H -4.494 1.775 2.845  0.290
H -6.208 4.258 4.631  0.322
H -4.827 4.946 5.381  0.234
H -5.395 3.320 5.922  0.332
H -5.838 0.786 6.250  0.255
H -4.596 -0.022 6.708  0.235
C -1.953 3.513 -0.335  -0.516
C -0.959 4.652 -0.108  0.235
C -1.250 5.417 1.176  -0.467
O -2.638 5.896 1.257  -0.392
C -2.954 6.361 2.610  -0.605
N 0.358 4.098 -0.266  -0.466
H -2.992 3.806 -0.489  0.613
H -1.942 2.912 0.574  -0.094
H -1.717 2.882 -1.192  -0.348
H -1.126 5.389 -0.894  0.428
H -0.613 6.300 1.118  0.419
H -0.899 4.751 1.964  0.123
H -4.028 6.484 2.752  0.306
H -2.401 7.268 2.858  0.322
H -2.607 5.644 3.353  0.166
H 1.036 4.791 0.014  0.344
H 0.453 3.523 0.559  -0.357
C 4.242 3.216 2.699  -1.893
C 2.864 3.349 2.157  1.364
C 1.866 2.521 3.019  -1.060
O 0.510 3.035 2.923  -0.105
C -0.433 2.272 3.654  -1.111
N 2.567 4.789 2.061  -0.600
H 4.549 2.170 2.674  0.419
H 4.430 3.611 3.697  0.437
H 4.920 3.801 2.076  0.478
H 2.796 2.914 1.160  -0.288
H 2.128 2.630 4.072  0.508
H 1.886 1.467 2.744  0.356
H -1.453 2.569 3.409  0.316
H -0.203 2.256 4.719  0.386
H -0.632 1.264 3.290  0.370
H 3.252 5.355 2.540  0.304
H 1.684 4.831 2.549  0.184
C 4.396 -7.891 0.520  -1.618
C 3.550 -6.910 1.192  1.158
C 2.553 -6.250 0.218  -0.694
O 3.082 -5.344 -0.687  -0.215
C 2.050 -4.881 -1.602  -0.585
N 2.938 -7.664 2.273  -0.714
H 4.828 -7.512 -0.406  0.323
H 3.841 -8.742 0.124  0.379
H 5.240 -8.159 1.155  0.410
H 4.195 -6.159 1.648  -0.067
H 1.851 -5.652 0.798  0.162
H 2.095 -7.080 -0.319  0.326
H 1.417 -4.178 -1.061  0.195
H 1.349 -5.620 -1.992  0.339
H 2.559 -4.319 -2.384  0.215
H 2.328 -7.083 2.831  0.179
H 3.526 -8.119 2.957  0.268
C 2.882 -2.694 1.528  0.715
Cl 4.491 -3.254 2.153  -0.186
Cl 1.515 -3.376 2.354  -0.111
H 2.739 -1.614 1.570  0.146
H 2.834 -2.973 0.475  -0.651
C -2.497 -3.817 -2.200  0.375
Cl -1.811 -5.373 -2.708  -0.192
Cl -4.234 -3.721 -2.592  -0.167
H -2.387 -3.733 -1.119  -0.179
H -1.976 -2.999 -2.699  0.125
C -2.079 -4.656 4.286  -0.167
Cl -2.444 -4.460 6.053  -0.193
Cl -2.349 -3.129 3.532  0.088
H -1.022 -4.902 4.192  0.200
H -2.689 -5.442 3.840  0.114
C -2.715 0.723 -2.933  1.145
Cl -4.120 -0.331 -2.477  -0.151
Cl -2.016 0.183 -4.410  -0.136
H -2.976 1.781 -2.906  0.353
H -2.022 0.520 -2.117  -1.212

=====

Computed values of energy relative to the best compared isomer or geometry (same formula, charge and spin) (unit: eV) for the preceding records, in sequence: 3.516 2.643.